(1)
91
Properties=species:S:1:pos:R:3:lowdin_spin:R:1 method="wB97M-V/def2-TZVPD" e_tot_ev=-184447.362 e_lumo_ha="-0.0287 / -0.0287" total_charge=0 homo_energy_ev="-7.5 / -7.4" spin_multiplicity=6
C -3.1369 -4.6656 3.2897 0.00
H 7.0462 2.4900 -1.6551 0.00
C 4.9458 1.9696 -2.1626 0.00
C -3.4681 0.6179 -3.7259 0.00
C -5.3010 -3.5860 3.3573 0.00
H 0.7879 5.1832 2.4250 0.00
S 5.5659 0.7299 -4.3249 0.00
H 5.8119 -3.0994 1.4111 0.00
H 2.9120 0.1822 -1.3655 0.00
H -0.8447 1.5568 1.2248 0.00
C 0.1558 0.4251 -3.1131 0.00
O 0.3879 -3.1774 1.0960 -0.01
C 1.6032 3.8564 -0.7550 0.00
H -4.9269 -5.6115 3.9014 0.00
C 6.8188 1.4034 -3.3967 0.00
N 2.5015 -1.3675 0.7144 -0.01
H 4.4086 2.3338 -1.3649 0.00
H -1.5090 -3.5177 2.5230 0.00
Dy 0.0599 -0.7922 0.1819 5.06
H 2.3026 2.5236 2.9846 0.00
H 1.9226 3.0696 -1.4321 0.00
C 2.9627 -1.4675 2.0302 0.00
C 3.1663 -2.0654 -0.2655 0.00
C 0.2400 0.5393 3.4716 0.00
H -0.4049 1.9024 -0.4821 0.00
H 4.9423 -3.1252 -0.8879 0.00
H -0.7534 4.6359 1.8818 0.00
H 7.8363 1.2015 -3.6580 0.00
Br -5.9970 -1.0496 2.4180 0.00
C 4.3580 1.3138 -3.2363 0.00
C -5.3693 -0.0201 -2.2808 0.00
H 0.2136 1.3527 -6.3603 0.00
H 0.1492 1.7268 5.1755 0.00
H 3.6541 -0.6666 4.6043 0.00
C 2.2784 0.3486 -2.2511 0.00
C -1.2430 0.3191 -2.8896 0.00
H -8.1902 1.2920 -1.1249 0.00
H -5.6725 1.9963 -1.6007 0.00
C -3.4000 -2.3529 2.5843 0.00
C 6.3786 1.9922 -2.2794 0.00
H -2.5080 -5.5514 3.4339 0.00
H 3.5665 3.2033 1.8807 0.00
C 2.0729 1.1567 -4.4534 0.00
H -8.6151 -1.1892 -1.3963 0.00
C 0.6726 0.8803 -4.3417 0.00
H 0.6075 4.1965 -1.1526 0.00
N -1.6981 -0.2459 -1.7869 -0.01
C 4.2993 -2.7722 -0.0148 0.00
H 0.0459 3.6926 3.0706 0.00
C -4.7879 -2.4012 2.8842 0.00
C -3.0078 -0.4588 -1.6471 0.00
C 2.6341 2.4815 1.9608 0.00
C 0.7321 0.9751 4.7406 0.00
C -1.5912 1.2307 -5.1667 0.00
C 2.9237 0.9788 -3.3948 0.00
H 2.9885 1.5516 1.4907 0.00
S -6.3098 -1.4285 -2.2927 0.00
H 2.4479 1.5591 -5.3805 0.00
C -2.6913 -1.1437 2.0996 0.00
H 2.7243 -2.0128 -1.2320 0.00
C -7.7791 -0.6118 -1.8100 0.00
H 4.5803 -2.1794 3.2591 0.00
H 2.3127 4.6414 -0.7638 0.00
C 1.9329 0.4730 5.1343 0.00
C 4.7911 -2.7553 1.2470 0.00
C 2.6269 -0.4167 4.3203 0.00
C 4.1917 -2.0946 2.2583 0.00
H -0.8231 0.7925 3.2109 0.00
O -2.9788 -0.0447 2.5642 0.00
N 1.0200 0.0708 -2.0914 -0.01
H -4.1729 0.9736 -4.4750 0.00
C 2.1833 -0.6973 3.0220 0.00
C -3.9587 -0.0053 -2.6209 0.00
C 0.2062 4.2626 2.1587 0.00
N 0.9660 -0.2790 2.6640 -0.01
C -7.5033 0.6765 -1.6157 0.00
C -0.2411 1.1400 -5.3964 0.00
C 0.0369 1.6067 0.4949 0.00
Si 1.1056 3.0659 0.9539 0.00
C -2.6070 -3.4986 2.7559 0.00
O -1.7399 -1.3545 1.2175 -0.01
H -3.3177 -0.9637 -0.7563 0.00
C -4.5056 -4.7102 3.5863 0.00
H -6.3288 -3.7321 3.6078 0.00
O -0.0813 -4.8593 -0.1726 0.00
C -6.1874 1.0994 -1.9291 0.00
N 0.2440 -3.7191 -0.0313 0.00
H 2.3984 0.8086 6.0984 0.00
C -2.1041 0.6840 -3.9364 0.00
O 0.3782 -2.9604 -1.0100 -0.01
H -2.3449 1.4873 -5.9087 0.00

=====

(2)
19
Properties=species:S:1:pos:R:3:mulliken_charge:R:1 method="wB97M-V/def2-TZVPD" e_tot_ev=-21303.903 e_lumo_ha=0.1238 total_charge=-1 homo_energy_ev=-3.1
N -2.6291 -1.4772 -0.1587 -0.72
H 0.1631 -0.4605 -1.9626 0.17
C 1.9166 -0.6960 -0.4787 -0.27
C 0.8080 0.2397 -1.2498 -0.78
C 2.7094 0.0435 0.7518 -0.79
H 1.4096 1.0628 -1.8695 0.22
H -2.0125 -1.7517 -0.9811 0.28
H 1.9593 0.3878 1.5840 0.20
H -2.0293 -1.7047 0.6782 0.27
In -0.6327 1.3401 0.1058 0.37
H 2.7449 -0.9607 -1.2970 0.22
H 3.4131 -0.7708 1.2682 0.27
P -2.9680 0.2815 -0.2269 0.13
H -0.1517 1.3765 1.8401 -0.35
O -4.0348 0.7733 1.1053 -0.56
H -4.7686 0.0672 1.1268 0.28
H 1.4186 -1.7037 -0.1016 0.19
H 3.4341 0.9112 0.4180 0.20
H -0.7500 3.0417 -0.5523 -0.34

=====

(3)
111
Properties=species:S:1:pos:R:3:mulliken_charge:R:1 method="wB97M-V/def2-TZVPD" e_tot_ev=-119686.293 e_lumo_ha=0.0800 total_charge=-1 homo_energy_ev=-2.8
C 4.5256 2.5862 0.8989 -0.72
O -1.7884 0.0717 -1.7182 -0.51
C 4.0199 1.3026 0.7343 -0.75
O -3.7570 0.9420 0.7787 -0.47
H 0.6917 -7.0494 0.6180 0.42
C 0.7828 3.7888 0.4353 -1.08
H 4.3723 -0.0353 -3.0317 0.23
H -5.9511 2.3451 -4.0237 0.24
H -2.9849 2.1770 -1.5092 -0.27
C 0.2200 2.1611 -1.6629 -0.90
H -5.1755 -0.4673 4.6510 0.47
H -3.5760 3.7870 -1.0496 0.63
N 0.5854 -0.5382 1.5717 1.84
C 1.0122 0.6060 2.2408 -1.57
C 4.1754 -1.6149 -1.5870 0.76
C 0.2680 3.5058 -1.8886 -0.88
C -2.1196 3.1701 4.5624 -1.73
N -4.0769 -0.1171 -3.1399 0.25
C -0.4206 -2.3318 -3.2824 -1.61
C 2.0105 0.3174 5.8405 -0.82
C -3.8708 -1.0756 -2.0639 -2.02
C -4.2528 -0.0863 4.2085 -1.05
H 2.1794 -6.2117 -1.2847 0.44
C -2.5763 -0.8367 -1.3193 1.90
H 4.9538 2.8761 1.8502 0.44
H 2.8962 1.5868 -2.4444 0.00
C -4.3208 1.8438 -5.1659 0.18
H 5.9425 -4.5221 -1.7062 0.43
C 1.3225 -1.8283 4.9018 -0.82
H -2.3202 -0.7274 -4.1031 0.35
P -2.3249 0.7272 1.5107 0.97
C 5.6337 -1.6842 -3.5213 -0.88
H 0.0865 3.9023 -2.8773 0.48
C -3.8881 -0.9147 2.9934 -0.31
H 4.2833 -3.3350 -0.3167 0.51
N 0.4115 1.5794 -0.4572 3.21
C 0.2562 -5.0898 1.2677 -1.26
C 1.3228 -0.7323 -2.8328 -0.76
C 0.5438 4.3421 -0.7795 -0.98
H -1.0593 -2.8365 -4.0012 0.32
H 4.8206 4.5059 -0.0126 0.36
H 2.0551 -0.0322 -3.2119 0.12
C 1.8181 0.9666 4.6532 -0.41
C 0.5031 -3.6578 1.1339 0.18
O -4.4988 2.7028 -6.0012 -0.65
C -0.3968 -2.7478 -2.0021 -0.14
H -3.8658 -2.0942 -2.4551 0.15
H -2.2209 3.0567 -0.1846 -0.06
C 0.6618 -1.6253 2.4232 -0.72
H -4.6935 -0.9753 -1.3589 0.39
H -0.3479 -5.3805 2.1157 0.46
C -3.1776 2.8442 -0.6678 -0.20
C 1.3590 0.2250 3.5430 0.40
C 3.3699 1.8328 -1.5046 0.40
H 1.9237 -1.5629 6.9209 0.39
H 4.0438 0.6046 1.5632 0.42
C -5.1292 0.7690 -3.0523 0.47
H -4.4047 0.9562 3.9321 0.12
C 3.8633 3.1165 -1.3428 -0.92
C -3.1474 -0.0324 -4.1554 -0.21
H -3.0779 2.8129 4.9422 0.32
H 1.1358 -2.8910 4.9949 0.50
H 3.7685 3.8303 -2.1521 0.41
C 4.6923 -1.0260 -2.7422 -0.30
H 2.0087 2.0283 4.5453 0.47
O -2.6217 -0.5423 2.4339 -0.07
C -4.1714 2.2366 0.3036 -0.68
O -2.4069 2.0098 2.4951 -0.23
H 6.8175 -3.4599 -3.7669 0.38
N 0.3259 -2.9381 2.1736 -0.60
H -4.6543 -0.8356 2.2214 0.28
O -2.3033 -1.5395 -0.3235 -0.59
H -5.1294 2.0597 -0.1804 0.48
H 2.3613 0.8624 6.7091 0.43
H -1.3439 1.2091 4.0965 0.26
C 1.7594 -1.0857 5.9614 -0.63
H -0.9965 -3.5944 -1.6853 0.56
C 1.6422 -5.5278 -0.6438 -1.01
H -1.4484 3.3288 5.4082 0.45
H 6.0216 -1.2076 -4.4136 0.42
N 1.0173 -3.2546 -0.1359 1.25
H -0.0130 1.4780 -2.4710 -0.16
C 5.5902 -3.5430 -2.0072 -0.78
H -3.4615 -0.1401 4.9575 0.26
C 3.4394 0.8982 -0.4693 1.61
H -3.7711 -1.9641 3.2612 0.36
C 4.4467 3.4973 -0.1401 -0.82
H 1.0137 4.3871 1.3063 0.57
H -2.2792 4.1268 4.0622 0.30
C 0.4729 -2.1676 -0.9746 0.08
H 2.1297 -3.8094 -1.7974 0.55
C 1.6500 -4.2117 -0.9138 -0.28
C 0.7446 2.3612 0.6296 -0.27
Ti -0.3594 -0.3937 -0.1579 -1.37
C 0.8345 -5.9882 0.4549 -0.39
N -5.1863 1.6886 -4.0827 -0.03
H 0.4977 -1.0013 -4.7619 0.44
F -2.3301 0.9225 -6.1117 -0.34
C 1.3537 -1.0604 -1.4236 2.77
N 1.0145 1.9062 1.8286 0.02
H 0.5745 5.4191 -0.9014 0.37
H -0.5407 2.5233 3.2326 0.10
O -5.9476 0.7638 -2.1554 -0.67
C 1.1034 -1.1780 3.6628 0.39
C -1.4998 2.1747 3.6114 0.41
C -3.2448 0.8700 -5.1307 0.43
C 4.6535 -2.8759 -1.2261 -0.15
C 6.0820 -2.9475 -3.1588 -0.53
H -4.3179 2.8916 1.1637 0.29
C 0.4662 -1.2895 -3.7180 -0.87
P 2.9195 -0.8689 -0.4439 -0.62